1.
A structure of composition C37H29BrN2P2ReS2. Source: the Open Molecules 2025 dataset; level of theory: ωB97M-V/def2-TZVPD.

```
74
Properties=species:S:1:pos:R:3
Re 0.769 -1.556 -0.934
S -0.676 -1.391 -2.709
P -1.367 0.270 -1.624
C -0.342 -0.079 -0.268
P 0.880 0.882 0.512
S 2.480 -0.075 -0.427
C 0.898 0.521 2.265
C 2.061 0.699 3.012
C 2.034 0.483 4.380
C 0.850 0.104 5.001
C -0.308 -0.076 4.258
C -0.285 0.124 2.886
C 0.875 2.655 0.296
C 1.706 3.276 -0.632
C 1.651 4.653 -0.783
C 0.766 5.400 -0.020
C -0.070 4.779 0.900
C -0.015 3.407 1.067
C -3.119 0.269 -1.312
C -4.016 0.594 -2.331
C -5.376 0.544 -2.082
C -5.839 0.178 -0.823
C -4.948 -0.149 0.190
C -3.585 -0.113 -0.056
C -0.952 1.777 -2.500
C 0.066 1.805 -3.451
C 0.412 3.002 -4.056
C -0.244 4.173 -3.702
C -1.249 4.152 -2.743
C -1.610 2.957 -2.144
H 2.983 1.010 2.534
H 2.934 0.623 4.963
H 0.832 -0.050 6.072
H -1.226 -0.376 4.745
H -1.181 -0.034 2.300
H 2.392 2.693 -1.234
H 2.304 5.142 -1.493
H 0.731 6.475 -0.135
H -0.753 5.367 1.498
H -0.648 2.928 1.805
H -3.656 0.892 -3.309
H -6.076 0.793 -2.867
H -6.903 0.147 -0.632
H -5.317 -0.431 1.166
H -2.882 -0.381 0.725
H 0.572 0.891 -3.737
H 1.187 3.021 -4.810
H 0.024 5.105 -4.181
H -1.760 5.065 -2.470
H -2.403 2.946 -1.406
Br -2.154 -3.556 5.434
C -1.139 -3.480 3.853
C -1.784 -3.339 2.631
C -1.038 -3.234 1.471
C 0.347 -3.295 1.547
C 0.996 -3.436 2.767
C 0.246 -3.534 3.927
N 1.107 -3.166 0.337
C 2.106 -3.952 0.100
C 2.864 -3.748 -1.107
C 3.966 -4.517 -1.450
C 4.615 -4.245 -2.646
C 4.128 -3.229 -3.449
C 3.014 -2.507 -3.041
N 2.392 -2.750 -1.889
H -2.864 -3.314 2.590
H -1.536 -3.130 0.514
H 2.077 -3.430 2.825
H 0.736 -3.633 4.885
H 2.345 -4.760 0.784
H 4.301 -5.309 -0.794
H 5.478 -4.823 -2.946
H 4.592 -2.990 -4.395
H 2.602 -1.714 -3.651
```

Computed properties:
2S+1: 2
Total charge: +2
E_LUMO (spin up / spin down) in eV: -7.4 / -7.2
HOMO level (spin up / spin down) in eV: -13.232 / -13.430
HOMO-LUMO gap (spin up / spin down) in eV: 5.80 / 6.25

2.
A structure of composition C37H30Co2NO8P. Source: the Open Molecules 2025 dataset; level of theory: ωB97M-V/def2-TZVPD.

```
79
Properties=species:S:1:pos:R:3
C 2.225 -0.988 1.914
C 1.051 -1.062 0.976
O -0.175 -0.676 1.624
C -1.160 -0.496 0.687
N -2.407 -0.260 1.262
C -2.916 0.859 0.685
C -2.056 2.143 0.824
O -4.002 0.943 0.073
O -0.881 -0.553 -0.515
H 3.046 -1.534 1.438
H 2.570 0.039 2.082
H 2.026 -1.455 2.880
H 1.229 -0.427 0.097
H 0.908 -2.105 0.652
H -1.222 1.978 1.523
H -1.647 2.390 -0.172
H -2.662 2.974 1.195
O -2.258 -4.170 2.803
C -3.194 -3.512 2.672
Co -4.657 -2.648 2.603
C -4.047 -1.938 4.110
O -3.440 -1.619 5.051
C -4.202 -2.300 0.933
O -4.036 -2.430 -0.209
C -6.133 -3.593 2.050
C -5.676 -4.004 3.342
C -5.350 -5.135 4.082
C -4.876 -5.157 5.447
C -4.281 -6.361 5.937
C -3.658 -6.391 7.178
C -3.667 -5.247 7.989
C -4.315 -4.083 7.556
C -4.961 -4.058 6.332
Co -6.962 -2.647 3.316
C -6.796 -1.629 4.708
O -6.777 -0.943 5.651
C -8.532 -3.356 3.450
O -9.604 -3.806 3.542
P -7.558 -1.136 1.939
C -6.711 0.469 1.946
C -7.181 1.501 1.122
C -6.569 2.755 1.168
C -5.495 2.992 2.034
C -5.070 1.980 2.890
C -5.661 0.719 2.828
C -7.552 -1.708 0.204
C -6.748 -1.078 -0.746
C -6.672 -1.611 -2.034
C -7.389 -2.759 -2.371
C -8.126 -3.428 -1.393
C -8.205 -2.907 -0.103
C -9.285 -0.531 2.112
C -10.212 -0.561 1.068
C -11.496 -0.040 1.257
C -11.865 0.516 2.483
C -10.936 0.545 3.527
C -9.655 0.022 3.346
H -6.411 -4.124 1.156
H -5.439 -6.103 3.562
H -4.313 -7.241 5.288
H -3.147 -7.303 7.501
H -3.140 -5.263 8.942
H -4.303 -3.181 8.167
H -5.589 -3.206 6.040
H -8.013 1.319 0.437
H -6.911 3.548 0.508
H -4.981 3.955 2.038
H -4.261 2.138 3.605
H -5.262 -0.094 3.442
H -6.187 -0.180 -0.492
H -6.035 -1.124 -2.772
H -7.348 -3.151 -3.395
H -8.630 -4.361 -1.626
H -8.744 -3.448 0.669
H -9.936 -0.971 0.100
H -12.207 -0.054 0.435
H -12.867 0.924 2.632
H -11.200 0.990 4.486
H -8.923 0.060 4.154
```

Computed properties:
2S+1: 1
Total charge: -2
E_LUMO in eV: 4.3
HOMO level in eV: -0.005
HOMO-LUMO gap in eV: 4.27
Energy above the lowest of the compared OMol25 structures with the same formula, charge and spin in kcal per mole: 15.60

3.
A structure of composition C37H31AsBCoN8O2S2. Source: the Open Molecules 2025 dataset; level of theory: ωB97M-V/def2-TZVPD.

```
83
Properties=species:S:1:pos:R:3
Co 0.165 0.634 0.200
C -0.593 4.174 2.448
C 0.264 3.176 1.999
N -0.395 2.258 1.297
N -1.704 2.649 1.293
C -1.825 3.804 1.966
B -2.685 1.811 0.422
N -2.582 0.354 0.917
C -3.497 -0.384 1.566
C -2.870 -1.500 2.078
C -1.537 -1.360 1.701
N -1.383 -0.243 0.991
N -2.105 1.913 -0.998
C -2.547 2.609 -2.051
C -1.583 2.565 -3.036
C -0.554 1.811 -2.488
N -0.880 1.403 -1.256
N -4.138 2.208 0.434
C -4.917 2.941 1.274
C -6.220 2.798 0.878
C -6.152 1.930 -0.227
N -4.911 1.569 -0.488
H -0.349 5.047 3.027
H 1.313 3.082 2.173
H -2.772 4.299 2.066
H -4.525 -0.065 1.614
H -3.312 -2.298 2.647
H -0.695 -2.001 1.907
H -3.514 3.080 -2.028
H -1.619 3.014 -4.012
H 0.384 1.535 -2.935
H -4.514 3.495 2.101
H -7.090 3.248 1.322
H -6.958 1.556 -0.839
S 2.152 1.084 -0.720
C 2.267 0.203 -2.244
C 3.228 0.607 -3.172
C 3.288 -0.016 -4.407
C 2.402 -1.039 -4.730
C 1.466 -1.462 -3.797
C 1.412 -0.849 -2.553
As 0.217 -1.331 -1.134
C -1.381 -2.007 -1.961
C -1.303 -3.257 -2.577
C -2.405 -3.763 -3.249
C -3.583 -3.032 -3.303
C -3.666 -1.800 -2.673
C -2.568 -1.284 -1.999
C 1.063 -2.894 -0.394
C 2.453 -2.964 -0.377
C 3.080 -4.031 0.249
C 2.323 -5.018 0.865
C 0.937 -4.948 0.850
C 0.303 -3.884 0.224
H 3.906 1.415 -2.928
H 4.026 0.307 -5.129
H 2.442 -1.505 -5.704
H 0.781 -2.263 -4.044
H -0.393 -3.842 -2.524
H -2.343 -4.733 -3.725
H -4.440 -3.431 -3.829
H -4.584 -1.228 -2.697
H -2.665 -0.331 -1.505
H 3.046 -2.196 -0.858
H 4.160 -4.090 0.255
H 2.815 -5.849 1.352
H 0.348 -5.725 1.319
H -0.779 -3.838 0.204
O 6.917 2.946 4.361
C 6.262 1.824 4.717
O 6.601 1.211 5.686
C 5.107 1.381 3.858
C 4.580 0.124 4.125
C 3.518 -0.361 3.387
C 2.936 0.419 2.381
S 1.581 -0.366 1.585
C 3.479 1.673 2.104
C 4.553 2.145 2.835
H 6.585 3.304 3.531
H 5.023 -0.462 4.918
H 3.119 -1.347 3.589
H 3.101 2.258 1.283
H 4.933 3.130 2.589
```

Computed properties:
2S+1: 2
Total charge: +1
E_LUMO (spin up / spin down) in eV: -3.1 / -5.3
HOMO level (spin up / spin down) in eV: -10.903 / -10.701
HOMO-LUMO gap (spin up / spin down) in eV: 7.77 / 5.41
Energy above the lowest of the compared OMol25 structures with the same formula, charge and spin in kcal per mole: 0.00